1.
{"formula": "C62H73ClF12N10O2P2", "method": "ωB97M-V/def2-TZVPD", "total_charge": 6, "e_above_lowest_kcal_mol": 0.0, "e_homo_ev": -16.1, "elements": ["C", "N", "C", "C", "C", "C", "C", "C", "C", "C", "N", "C", "C", "C", "H", "H", "H", "H", "H", "H", "H", "H", "H", "H", "H", "H", "H", "H", "C", "N", "C", "C", "C", "C", "C", "C", "C", "C", "N", "C", "C", "C", "H", "H", "H", "H", "H", "H", "H", "H", "H", "H", "H", "H", "H", "H", "C", "N", "C", "C", "C", "C", "C", "C", "C", "C", "N", "C", "C", "C", "H", "H", "H", "H", "H", "H", "H", "H", "H", "H", "H", "H", "H", "H", "C", "N", "C", "C", "C", "C", "C", "C", "C", "C", "N", "C", "C", "C", "H", "H", "H", "H", "H", "H", "H", "H", "H", "H", "H", "H", "H", "H", "C", "N", "C", "C", "C", "C", "C", "C", "C", "C", "N", "C", "C", "C", "H", "H", "H", "H", "H", "H", "H", "H", "H", "H", "H", "H", "H", "H", "P", "F", "F", "F", "F", "F", "F", "P", "F", "F", "F", "F", "F", "F", "Cl", "C", "C", "O", "O", "H", "H", "H"], "positions_angstrom": [[1.334, -0.601, 1.277], [1.066, -1.434, 2.549], [-0.113, -1.310, 3.171], [-0.277, -2.019, 4.376], [0.662, -2.987, 4.725], [1.779, -3.197, 3.921], [1.969, -2.397, 2.844], [0.664, -3.491, 6.145], [1.914, -3.439, 6.797], [2.065, -3.748, 8.135], [0.971, -4.009, 8.885], [-0.229, -4.069, 8.259], [-0.414, -3.888, 6.905], [1.045, -4.463, 10.343], [0.433, -0.095, 1.066], [1.712, -1.199, 0.469], [2.119, 0.075, 1.602], [-0.869, -0.636, 2.691], [-1.233, -1.945, 4.949], [2.453, -4.019, 4.077], [2.811, -2.475, 2.159], [2.785, -3.273, 6.200], [2.996, -3.592, 8.652], [-1.041, -4.361, 8.917], [-1.389, -4.002, 6.478], [0.195, -3.989, 10.857], [1.978, -4.149, 10.787], [1.002, -5.579, 10.330], [-1.137, -6.158, -5.761], [0.078, -6.463, -4.949], [1.021, -5.519, -4.885], [2.148, -5.674, -4.086], [2.333, -6.826, -3.287], [1.303, -7.811, -3.450], [0.218, -7.634, -4.261], [3.507, -7.073, -2.465], [4.778, -6.925, -3.059], [5.871, -7.213, -2.212], [5.803, -7.569, -0.930], [4.593, -7.517, -0.375], [3.457, -7.321, -1.086], [6.999, -7.955, -0.150], [-0.784, -6.035, -6.779], [-1.572, -5.209, -5.483], [-1.901, -6.933, -5.783], [0.773, -4.553, -5.314], [2.655, -4.694, -3.864], [1.326, -8.716, -2.836], [-0.579, -8.363, -4.385], [4.922, -6.756, -4.120], [6.854, -7.185, -2.652], [4.487, -7.935, 0.634], [2.537, -7.234, -0.535], [7.626, -7.105, 0.144], [7.556, -8.652, -0.788], [6.704, -8.405, 0.812], [-3.076, -2.109, -1.462], [-4.287, -1.290, -1.283], [-5.386, -1.817, -0.738], [-6.486, -1.066, -0.396], [-6.393, 0.315, -0.621], [-5.302, 0.845, -1.292], [-4.230, 0.028, -1.583], [-7.535, 1.299, -0.387], [-7.876, 2.042, -1.537], [-8.798, 3.044, -1.439], [-9.449, 3.290, -0.247], [-9.156, 2.609, 0.845], [-8.205, 1.548, 0.821], [-10.418, 4.464, -0.245], [-2.923, -2.752, -0.591], [-2.248, -1.426, -1.515], [-3.120, -2.635, -2.402], [-5.367, -2.909, -0.671], [-7.388, -1.571, -0.107], [-5.231, 1.868, -1.598], [-3.309, 0.466, -1.904], [-7.500, 1.911, -2.557], [-9.190, 3.646, -2.248], [-9.743, 2.829, 1.725], [-7.975, 0.932, 1.670], [-11.071, 4.299, -1.124], [-9.865, 5.376, -0.328], [-11.093, 4.414, 0.609], [2.377, 4.402, 3.052], [1.901, 5.424, 4.069], [0.595, 5.513, 4.326], [0.137, 6.329, 5.298], [0.972, 7.196, 5.952], [2.346, 7.092, 5.700], [2.803, 6.202, 4.764], [0.384, 8.244, 6.837], [-0.575, 7.890, 7.846], [-1.259, 8.862, 8.485], [-1.023, 10.156, 8.292], [-0.126, 10.530, 7.346], [0.599, 9.607, 6.630], [-1.670, 11.257, 9.149], [3.010, 4.978, 2.391], [1.450, 3.993, 2.614], [2.857, 3.603, 3.619], [-0.114, 4.786, 3.844], [-0.962, 6.271, 5.435], [3.064, 7.697, 6.221], [3.894, 6.021, 4.622], [-0.679, 6.864, 8.153], [-2.015, 8.718, 9.236], [0.066, 11.593, 7.282], [1.247, 10.033, 5.873], [-1.719, 10.835, 10.173], [-2.653, 11.480, 8.796], [-1.046, 12.147, 9.144], [-2.012, 3.747, -9.679], [-0.725, 3.494, -8.894], [-0.202, 2.222, -8.744], [0.889, 2.003, -7.885], [1.385, 3.106, -7.134], [0.916, 4.384, -7.399], [-0.054, 4.516, -8.338], [2.432, 2.961, -6.124], [2.438, 1.861, -5.266], [3.530, 1.739, -4.425], [4.525, 2.630, -4.303], [4.494, 3.711, -5.162], [3.476, 3.848, -6.069], [5.684, 2.366, -3.423], [-2.696, 4.314, -9.050], [-2.398, 2.736, -9.894], [-1.696, 4.242, -10.582], [-0.762, 1.415, -9.216], [1.254, 1.016, -7.664], [1.177, 5.289, -6.835], [-0.447, 5.535, -8.518], [1.665, 1.111, -5.191], [3.546, 0.891, -3.771], [5.306, 4.459, -5.104], [3.508, 4.641, -6.870], [5.451, 1.373, -3.015], [5.655, 3.046, -2.547], [6.633, 2.438, -3.885], [-0.384, -1.169, -5.911], [-0.271, -2.728, -6.197], [-1.979, -1.295, -5.842], [-0.340, -1.499, -4.289], [-0.650, 0.451, -5.592], [1.215, -0.882, -5.822], [-0.406, -0.722, -7.456], [4.921, -2.113, -1.639], [4.865, -3.631, -1.120], [6.216, -2.512, -2.486], [3.834, -2.579, -2.845], [4.888, -0.619, -2.209], [3.562, -1.750, -0.824], [5.832, -1.645, -0.489], [-1.213, 2.821, 3.406], [-2.175, -5.461, 0.766], [-1.076, -4.418, 0.410], [-0.825, -3.546, 1.295], [-0.759, -4.427, -0.830], [-2.301, -5.548, 1.849], [-1.985, -6.411, 0.229], [-3.146, -5.063, 0.382]], "lowdin_charge": [0.08, -0.05, 0.01, 0.06, -0.12, 0.02, 0.01, -0.11, 0.05, 0.03, -0.07, 0.02, 0.05, 0.07, 0.07, 0.08, 0.11, 0.15, 0.15, 0.14, 0.16, 0.12, 0.15, 0.15, 0.14, 0.11, 0.10, 0.13, 0.05, -0.06, 0.02, 0.08, -0.11, 0.05, 0.03, -0.12, 0.10, 0.03, -0.07, -0.01, 0.05, 0.05, 0.11, 0.10, 0.11, 0.14, 0.15, 0.14, 0.15, 0.15, 0.15, 0.16, 0.14, 0.12, 0.12, 0.11, 0.06, -0.06, 0.02, 0.07, -0.11, 0.03, 0.04, -0.10, 0.03, 0.03, -0.07, 0.03, 0.09, 0.07, 0.09, 0.10, 0.12, 0.17, 0.14, 0.13, 0.15, 0.15, 0.15, 0.16, 0.13, 0.12, 0.11, 0.11, 0.05, -0.06, -0.05, 0.03, -0.13, 0.04, 0.02, -0.09, 0.06, -0.01, -0.05, 0.03, 0.05, 0.08, 0.10, 0.07, 0.11, -0.01, 0.16, 0.14, 0.17, 0.14, 0.16, 0.16, 0.15, 0.12, 0.10, 0.11, 0.07, -0.06, 0.06, 0.08, -0.12, 0.02, -0.02, -0.14, 0.08, 0.03, -0.06, 0.04, 0.02, 0.05, 0.11, 0.11, 0.11, 0.15, 0.11, 0.15, 0.17, 0.11, 0.14, 0.17, 0.16, 0.08, 0.12, 0.10, 0.17, -0.13, -0.16, -0.20, -0.22, -0.17, -0.15, 0.09, -0.17, -0.14, -0.22, -0.17, -0.19, -0.10, -0.58, -0.05, -0.76, -0.11, -0.12, 0.06, 0.07, 0.06]}



2.
{"formula": "C62H84CsN2O3P2Si", "method": "ωB97M-V/def2-TZVPD", "total_charge": -1, "e_above_lowest_kcal_mol": 5.4, "e_homo_ev": -2.9, "elements": ["Cs", "C", "Si", "C", "C", "C", "C", "C", "C", "P", "C", "C", "C", "C", "C", "C", "C", "C", "C", "C", "C", "C", "C", "C", "C", "C", "C", "C", "P", "C", "C", "C", "C", "C", "C", "C", "C", "C", "C", "C", "C", "H", "H", "H", "H", "H", "H", "H", "H", "H", "H", "H", "H", "H", "H", "H", "H", "H", "H", "H", "H", "H", "H", "H", "H", "H", "H", "H", "H", "H", "H", "H", "H", "H", "H", "H", "H", "H", "H", "H", "H", "H", "H", "H", "H", "H", "H", "H", "H", "H", "H", "H", "H", "H", "H", "H", "C", "C", "C", "C", "C", "C", "C", "N", "C", "C", "C", "C", "C", "C", "C", "N", "C", "C", "C", "C", "H", "H", "H", "H", "H", "H", "H", "H", "H", "H", "H", "H", "H", "H", "H", "H", "H", "H", "H", "H", "H", "H", "H", "H", "O", "C", "C", "C", "C", "C", "C", "C", "O", "O", "H", "H", "H", "H", "H"], "positions_angstrom": [[1.416, 1.568, -2.767], [-2.015, 3.297, -3.353], [-1.967, 1.752, -2.152], [-2.837, 0.433, -3.307], [-3.085, 0.644, -4.674], [-3.483, -0.385, -5.523], [-3.652, -1.671, -5.028], [-3.440, -1.908, -3.673], [-3.043, -0.881, -2.814], [-2.760, -1.043, -1.000], [-1.362, -2.235, -0.800], [-1.478, -3.709, -1.238], [-1.856, -4.595, -0.051], [-0.705, -4.637, 0.969], [0.042, -3.291, 1.028], [-0.893, -2.137, 0.672], [-4.295, -1.863, -0.341], [-5.372, -0.754, -0.301], [-6.778, -1.310, -0.004], [-6.682, -2.582, 0.833], [-5.985, -3.691, 0.025], [-4.929, -3.120, -0.944], [-3.505, 2.233, -1.021], [-4.736, 2.493, -1.649], [-5.882, 2.837, -0.950], [-5.830, 2.955, 0.436], [-4.630, 2.720, 1.089], [-3.468, 2.351, 0.393], [-1.897, 1.926, 1.273], [-2.417, 1.252, 2.951], [-3.459, 0.139, 2.784], [-3.601, -0.694, 4.056], [-3.949, 0.193, 5.250], [-2.923, 1.313, 5.417], [-2.785, 2.148, 4.139], [-1.128, 3.569, 1.785], [-0.064, 3.987, 0.742], [-0.694, 4.879, -0.322], [-1.123, 6.228, 0.289], [-1.405, 6.099, 1.793], [-2.066, 4.757, 2.106], [-3.018, 3.609, -3.687], [-1.423, 3.111, -4.263], [-1.554, 4.157, -2.855], [-2.962, 1.640, -5.092], [-3.660, -0.180, -6.575], [-3.951, -2.483, -5.684], [-3.589, -2.909, -3.293], [-0.589, -1.751, -1.406], [-0.503, -4.048, -1.619], [-2.172, -3.827, -2.069], [-2.112, -5.605, -0.380], [-2.756, -4.190, 0.426], [-0.006, -5.436, 0.700], [-1.099, -4.892, 1.958], [0.879, -3.299, 0.326], [0.478, -3.137, 2.018], [-0.408, -1.170, 0.825], [-1.758, -2.171, 1.353], [-4.011, -2.104, 0.696], [-5.379, -0.229, -1.261], [-5.094, -0.001, 0.441], [-7.300, -1.541, -0.939], [-7.378, -0.550, 0.501], [-7.667, -2.918, 1.165], [-6.110, -2.362, 1.742], [-6.732, -4.253, -0.543], [-5.512, -4.406, 0.706], [-5.401, -2.849, -1.891], [-4.190, -3.890, -1.173], [-4.796, 2.396, -2.732], [-6.813, 3.013, -1.480], [-6.713, 3.232, 1.002], [-4.598, 2.825, 2.165], [-1.483, 0.746, 3.242], [-3.190, -0.487, 1.932], [-4.429, 0.586, 2.539], [-2.655, -1.218, 4.254], [-4.365, -1.467, 3.919], [-4.021, -0.399, 6.167], [-4.939, 0.638, 5.084], [-1.947, 0.868, 5.653], [-3.188, 1.953, 6.263], [-2.026, 2.919, 4.291], [-3.730, 2.670, 3.953], [-0.600, 3.284, 2.704], [0.382, 3.099, 0.290], [0.749, 4.537, 1.234], [-1.563, 4.365, -0.736], [-0.007, 5.035, -1.157], [-2.024, 6.584, -0.217], [-0.352, 6.986, 0.122], [-2.041, 6.923, 2.127], [-0.472, 6.184, 2.361], [-2.984, 4.681, 1.521], [-2.371, 4.722, 3.155], [4.344, -5.430, 0.577], [4.645, -4.835, -0.806], [4.422, -5.923, -1.857], [6.113, -4.388, -0.864], [3.746, -3.623, -1.040], [2.915, -3.503, -2.144], [2.104, -2.382, -2.270], [2.068, -1.397, -1.380], [2.881, -1.490, -0.331], [3.733, -2.563, -0.129], [2.838, -0.321, 0.604], [4.001, 0.341, 0.959], [3.929, 1.516, 1.708], [2.667, 1.907, 2.128], [1.558, 1.155, 1.757], [1.623, 0.075, 0.987], [5.194, 2.318, 1.994], [5.917, 2.603, 0.666], [4.877, 3.651, 2.671], [6.106, 1.496, 2.917], [4.983, -6.300, 0.754], [3.300, -5.750, 0.645], [4.527, -4.711, 1.379], [5.041, -6.791, -1.617], [4.704, -5.582, -2.858], [3.379, -6.251, -1.885], [6.775, -5.255, -0.767], [6.347, -3.694, -0.052], [6.333, -3.887, -1.810], [2.870, -4.268, -2.908], [1.443, -2.284, -3.128], [4.355, -2.581, 0.759], [4.950, -0.015, 0.577], [2.513, 2.805, 2.713], [0.560, 1.453, 2.068], [5.252, 3.098, -0.049], [6.285, 1.692, 0.188], [6.777, 3.255, 0.849], [4.199, 4.257, 2.064], [5.802, 4.217, 2.806], [4.427, 3.511, 3.659], [6.338, 0.522, 2.479], [5.629, 1.327, 3.889], [7.050, 2.025, 3.083], [6.680, 2.807, -4.156], [6.768, 1.677, -3.391], [7.995, 1.107, -3.070], [8.048, -0.042, -2.291], [6.871, -0.623, -1.843], [5.653, -0.036, -2.176], [5.579, 1.118, -2.937], [4.226, 1.733, -3.279], [3.610, 1.185, -4.222], [3.827, 2.675, -2.554], [7.561, 3.084, -4.397], [8.911, 1.567, -3.432], [9.008, -0.481, -2.045], [6.897, -1.530, -1.247], [4.724, -0.491, -1.849]], "lowdin_charge": [1.07, -0.30, 0.49, -0.33, -0.11, -0.11, -0.11, -0.11, -0.36, 1.09, -0.42, -0.19, -0.20, -0.19, -0.19, -0.22, -0.44, -0.21, -0.19, -0.21, -0.19, -0.21, -0.33, -0.12, -0.10, -0.10, -0.14, -0.39, 1.09, -0.45, -0.23, -0.20, -0.21, -0.21, -0.21, -0.43, -0.23, -0.20, -0.19, -0.21, -0.20, 0.01, 0.00, -0.02, 0.08, 0.09, 0.09, 0.07, 0.08, 0.11, 0.08, 0.11, 0.09, 0.10, 0.10, 0.09, 0.11, 0.07, 0.09, 0.09, 0.10, 0.08, 0.11, 0.10, 0.10, 0.10, 0.10, 0.10, 0.11, 0.08, 0.09, 0.09, 0.09, 0.08, 0.10, 0.07, 0.10, 0.11, 0.10, 0.10, 0.11, 0.11, 0.10, 0.09, 0.10, 0.09, 0.07, 0.11, 0.08, 0.11, 0.11, 0.10, 0.10, 0.11, 0.10, 0.09, -0.04, -0.56, -0.07, -0.05, -0.16, 0.00, -0.12, 0.10, -0.25, 0.03, -0.21, 0.04, -0.15, 0.01, -0.12, 0.15, -0.55, -0.03, -0.07, -0.04, 0.08, 0.09, 0.08, 0.08, 0.09, 0.09, 0.09, 0.08, 0.09, 0.10, 0.12, 0.12, 0.11, 0.10, 0.06, 0.10, 0.07, 0.09, 0.09, 0.08, 0.08, 0.08, 0.09, 0.08, 0.08, -0.26, -0.03, -0.10, -0.10, -0.03, -0.07, -0.81, -0.22, -0.22, 0.09, 0.11, 0.10, 0.08, 0.10]}